Entry 1:
Density functional theory data (ωB97M-V/def2-TZVPD) for C34H36AsIrN3O7P as an isolated structure.

Cartesian coordinates (Å):
Ir -0.094056 1.061948 -0.823618
C -3.249645 3.227154 -3.676787
N -2.903222 3.230909 -2.247150
C -3.524457 4.050566 -1.343943
C -3.189220 4.076486 -0.035224
C -2.154423 3.201412 0.418158
N -1.572118 2.409534 -0.473409
C -1.912752 2.436141 -1.794541
O -1.210673 1.658181 -2.498976
N -1.765574 3.138788 1.686284
H -4.297456 3.493899 -3.778408
H -3.084370 2.229011 -4.070231
H -2.627944 3.939725 -4.214627
H -4.302998 4.681306 -1.749646
H -3.698422 4.736101 0.649970
H -2.167472 3.742132 2.383075
H -0.999302 2.539254 1.949612
O 0.842611 0.701320 0.923784
C 1.526314 1.785051 0.867191
O 1.322215 2.467187 -0.205201
C 2.436719 2.200793 1.916075
C 3.130411 3.401302 1.788166
C 4.026760 3.820485 2.768673
C 4.182802 2.989703 3.854470
O 4.983086 3.170927 4.918024
C 4.796397 2.037488 5.781316
O 3.838498 1.181541 5.147067
C 3.486174 1.787690 3.986237
C 2.603499 1.359430 3.039418
H 2.966676 4.013803 0.911730
H 4.575366 4.747382 2.686906
H 4.406864 2.377237 6.739485
H 5.742667 1.510693 5.891270
H 2.066327 0.425783 3.129479
O -1.660649 -0.237228 -0.667217
As -1.648827 -1.881031 -0.284970
C 0.076641 -2.658627 -0.486066
C 0.790109 -3.052749 0.641865
C 2.024300 -3.667246 0.489971
C 2.525986 -3.905007 -0.782569
C 1.807986 -3.513264 -1.905655
C 0.587659 -2.873872 -1.762201
C -2.194580 -2.012273 1.529472
C -2.653820 -3.230286 2.021134
C -3.018782 -3.329592 3.355187
C -2.927366 -2.218120 4.182641
C -2.472060 -1.004365 3.684790
C -2.100542 -0.896951 2.353039
C -2.858240 -2.835013 -1.394513
C -4.127460 -2.299060 -1.604644
C -5.043273 -2.999647 -2.370732
C -4.695256 -4.230603 -2.914669
C -3.435247 -4.766075 -2.694592
C -2.508103 -4.070303 -1.930544
H 0.383047 -2.889407 1.632216
H 2.581301 -3.982899 1.361821
H 3.474362 -4.413524 -0.899421
H 2.191395 -3.724587 -2.895739
H 0.028259 -2.569428 -2.638744
H -2.737689 -4.093616 1.370847
H -3.379675 -4.270765 3.747019
H -3.217671 -2.297732 5.221739
H -2.409662 -0.143787 4.337938
H -1.744079 0.041012 1.946313
H -4.396558 -1.341929 -1.173970
H -6.031010 -2.592698 -2.539919
H -5.415267 -4.777608 -3.508476
H -3.173030 -5.727854 -3.113981
H -1.528932 -4.494391 -1.752840
C 2.479946 2.034716 -3.158333
P 2.751845 0.515791 -2.253351
C 3.300361 -0.722085 -3.415332
C 4.095218 0.768322 -1.100132
O 1.480668 -0.011438 -1.578079
H 3.351169 2.280844 -3.766010
H 2.286929 2.838292 -2.450265
H 1.614485 1.907076 -3.810119
H 4.221068 -0.397409 -3.901809
H 2.531393 -0.884784 -4.170170
H 3.485651 -1.653680 -2.883447
H 4.987434 1.099459 -1.634203
H 4.311576 -0.171721 -0.591565
H 3.829707 1.526783 -0.366342

Cartesian forces (eV/Å) of the 2 atoms listed first:
Ir 0.0 0.0 1.0
C 0.0 0.0 0.0

## Properties
Electronic energy = -4689.26345 Ha
Kohn-Sham gap = 7.6991 eV
Energy above the lowest of the compared OMol25 structures with the same formula, charge and spin = 0.0 kJ/mol
Highest occupied orbital energy = -12.713 eV
Charge = +2

***

Entry 2:
Density functional theory data (ωB97M-V/def2-TZVPD) for C4H11NS2 in the gas phase at a distorted geometry.

Cartesian coordinates (Å):
N -1.408965 1.498910 -0.714282
C -1.303061 0.570641 0.426220
C -2.432595 -0.463950 0.395779
C 0.082651 -0.064452 0.384869
S 1.402737 0.801714 1.458591
S 3.017234 0.774619 0.192598
C 3.113459 -0.931653 -0.471848
H -0.893504 1.252819 -1.540767
H -2.123094 2.183308 -0.866635
H -1.487866 1.278982 1.219092
H -2.569455 -0.673057 -0.671147
H -2.370928 -1.361199 1.022924
H -3.378071 0.067648 0.634166
H 0.089482 -1.096557 0.766340
H 0.583594 0.012368 -0.600924
H 4.201839 -1.038793 -0.559686
H 2.622086 -1.193467 -1.405424
H 2.854455 -1.617889 0.330130

Cartesian forces (eV/Å) of the 2 atoms listed first:
N 1.1 -0.4 -0.3
C -0.6 1.0 -1.1

## Properties
Electronic energy = -1010.09937 Ha
Kohn-Sham gap = 8.9059 eV
Energy above the lowest of the compared OMol25 structures with the same formula, charge and spin = 102.4 kJ/mol
Highest occupied orbital energy = -8.077 eV
Charge = 0
SMILES = CSSC[C@H](C)N

***

Entry 3:
Density functional theory data (ωB97M-V/def2-TZVPD) for C3H5NO2 in the gas phase.

Cartesian coordinates (Å):
N 1.561216 0.785418 0.997384
C 1.080786 0.747045 -0.157330
O 0.187068 -1.148473 -0.869073
C -0.826122 -1.083121 0.017129
C -1.202512 0.361372 -0.106296
O -0.307902 1.243079 -0.250881
H 2.566026 0.621734 0.964600
H 1.500324 0.704314 -1.148764
H -0.597786 -1.321415 1.085824
H -1.742276 -1.655301 -0.244794
H -2.218819 0.745347 -0.287795

Cartesian forces (eV/Å) of the 2 atoms listed first:
N -0.1 0.0 -0.6
C 0.1 0.2 0.5

## Properties
Electronic energy = -322.40360 Ha
Kohn-Sham gap = 7.9210 eV
Energy above the lowest of the compared OMol25 structures with the same formula, charge and spin = 448.3 kJ/mol
Highest occupied orbital energy = -8.588 eV
Charge = 0

***

Entry 4:
Density functional theory data (ωB97M-V/def2-TZVPD) for a 5-piece molecular cluster, C12H15Cl12O4P overall at a distorted geometry.

Cartesian coordinates (Å):
C 2.164555 -2.899656 0.144306
C 2.615198 -1.792708 0.207760
C 2.976285 -0.376644 0.177603
C 2.408864 0.421401 1.372487
C 0.972460 0.059692 1.750315
C -0.032092 0.346927 0.673725
O 0.079385 -0.403344 -0.575494
C -0.947851 0.169462 -1.259607
O -0.905690 0.637442 -2.344608
O -2.028610 0.162045 -0.437373
C -1.530624 0.129039 0.921620
P -1.931543 -1.575096 1.537036
O -2.939847 -1.596605 2.624839
H 1.706394 -3.850176 0.018389
H 4.056231 -0.252040 0.105761
H 2.568767 0.050065 -0.740828
H 2.433045 1.480762 1.112209
H 3.073869 0.252425 2.217885
H 0.696353 0.722128 2.577358
H 0.937393 -0.954270 2.143197
H 0.100797 1.383082 0.340527
H -1.973110 0.913939 1.529672
H -0.776214 -2.269482 1.936795
H -2.405062 -2.280239 0.417829
C -1.135806 3.935076 -0.983878
Cl 0.605783 3.663656 -1.145438
Cl -1.611226 3.941867 0.720351
Cl -1.606776 5.434667 -1.768397
H -1.651557 3.120932 -1.479859
C -4.590225 1.050081 3.376863
Cl -4.109543 2.754104 3.353828
Cl -5.598471 0.694487 4.775607
Cl -5.407971 0.628671 1.879718
H -3.695376 0.442491 3.442111
C -3.036843 0.829915 -5.236704
Cl -2.782427 2.570570 -5.342181
Cl -4.606044 0.467710 -4.515792
Cl -2.886785 0.075039 -6.825145
H -2.270404 0.423973 -4.592813
C 6.678422 -3.627493 -0.481541
Cl 5.057350 -2.932828 -0.318954
Cl 7.417979 -3.863384 1.104047
Cl 6.611500 -5.147854 -1.373387
H 7.299453 -2.939831 -1.039836

Cartesian forces (eV/Å) of the 2 atoms listed first:
C -0.4 0.0 0.0
C -0.5 0.4 -0.1

## Properties
Electronic energy = -6630.78312 Ha
Kohn-Sham gap = 10.6380 eV
Highest occupied orbital energy = -10.371 eV
Charge = 0
SMILES = C#CCCC[C@H]1OC(=O)O[C@H]1[PH2]=O.ClC(Cl)Cl.ClC(Cl)Cl.ClC(Cl)Cl.ClC(Cl)Cl

***

Entry 5:
Density functional theory data (ωB97M-V/def2-TZVPD) for C4H4O2Tb as an isolated structure at a distorted geometry.

Cartesian coordinates (Å):
O -2.965379 0.390417 0.171736
C -2.140704 -0.354159 -0.180227
C -0.975056 0.101817 -0.728798
C 0.380188 -0.403005 -0.630608
C 1.424065 0.479830 -0.030778
H 0.697741 -1.136808 -1.375114
H 2.442767 0.336812 -0.391367
H 1.140492 1.447837 0.383344
H -1.540208 1.296676 -0.696543
Tb 0.651922 -1.522445 2.799435
O 0.884168 -0.636967 0.678917

Cartesian forces (eV/Å) of the 2 atoms listed first:
O -1.0 -5.0 0.7
C -4.7 4.7 1.0

## Properties
Electronic energy = -1127.39725 Ha
2S+1 = 8
Kohn-Sham gap (alpha / beta) = 7.6532 / 4.6551 eV
Energy above the lowest of the compared OMol25 structures with the same formula, charge and spin = 318.7 kJ/mol
Highest occupied orbital energy (alpha / beta) = -29.618 / -28.390 eV
Charge = +4

***

Entry 6:
Density functional theory data (ωB97M-V/def2-TZVPD) for C18H19IrNO2 as an isolated structure at a distorted geometry.

Cartesian coordinates (Å):
Ir 0.710314 -0.646651 -0.014050
C 1.206696 0.355593 -1.865961
C 0.758345 1.677634 -1.497991
C -0.669204 1.716069 -1.632370
C -1.121529 0.451280 -2.126360
C 0.019113 -0.413197 -2.253279
C 0.078072 -1.676937 -3.031156
C -2.503797 0.166119 -2.531265
C -1.527475 2.879689 -1.391437
C 1.605401 2.845893 -1.204441
C 2.594585 -0.046893 -2.247096
H 0.542423 -1.494070 -4.006646
H -0.910379 -2.086520 -3.217843
H 0.697304 -2.433473 -2.544593
H -2.773855 0.766006 -3.406468
H -3.211856 0.457138 -1.754032
H -2.657498 -0.877698 -2.785977
H -2.265778 2.993012 -2.187653
H -0.959871 3.798447 -1.276576
H -2.120005 2.744700 -0.479331
H 1.555613 3.561867 -2.033054
H 2.649218 2.576337 -1.074086
H 1.254923 3.384875 -0.321877
H 2.663473 -0.102888 -3.337963
H 2.858667 -1.044762 -1.880485
H 3.339154 0.665216 -1.902475
O -1.669175 0.733658 2.852097
C -0.912070 -0.184830 2.934353
N -0.088954 -0.663462 1.920625
C 0.647546 -1.740762 2.349885
O 1.423642 -2.238046 1.529351
C 0.319850 -2.027017 3.742810
C 0.772069 -2.965030 4.654724
C 0.265495 -2.906182 5.949829
C -0.675028 -1.949267 6.319331
C -1.145142 -1.003452 5.399890
C -0.637871 -1.063823 4.125923
H 1.503058 -3.701688 4.360381
H 0.627684 -3.609675 6.690541
H -1.045425 -1.925496 7.333981
H -1.866275 -0.253235 5.686451

Cartesian forces (eV/Å) of the 2 atoms listed first:
Ir -1.5 0.6 1.1
C 0.0 -0.6 -0.4

## Properties
Electronic energy = -1006.12491 Ha
2S+1 = 2
Kohn-Sham gap (alpha / beta) = 5.0272 / 4.9322 eV
Energy above the lowest of the compared OMol25 structures with the same formula, charge and spin = 364.6 kJ/mol
Highest occupied orbital energy (alpha / beta) = -15.247 / -15.239 eV
Charge = +2